A cluster of 2 separate species, C10H12FNO2 in total in a non-equilibrium geometry. Source: OMol25; level of theory: ωB97M-V/def2-TZVPD.

Properties
Max |F|   4.566 eV Å⁻¹
Energy above the lowest of the compared OMol25 structures with the same formula, charge and spin   3.0894 eV
Gap between HOMO and LUMO (alpha / beta)   0.2877 / 0.2891 Ha

XYZ file:
```
26
Properties=species:S:1:pos:R:3:forces:R:3
C 4.078061 -0.431173 -0.043586 2.475 0.196 -0.450
C 3.237363 -1.497213 -0.145536 -1.038 0.639 -1.118
C 3.647740 0.872430 0.117110 -0.077 0.784 -0.008
C 1.856667 -1.181601 -0.156464 -0.608 -3.185 -0.005
C 2.321607 1.208017 0.049680 -0.493 -0.604 1.083
C 1.411138 0.121103 -0.065773 0.057 0.587 -0.005
C -0.015509 0.487781 0.108060 0.166 0.134 0.254
C -3.252113 1.639002 -0.551377 3.370 -2.287 -2.064
C -3.034722 0.623305 0.552143 -2.484 -2.339 -1.091
C -2.204831 -0.508470 -0.024396 -0.307 -3.385 -0.630
N -0.964900 -0.380819 -0.497597 1.028 0.966 0.595
O -0.293231 1.469136 0.752851 -0.823 -0.296 -0.340
O -1.840705 -2.337933 1.396213 -1.592 2.283 -0.570
F -2.930228 -1.387964 -0.920720 1.384 2.540 2.260
H 5.184256 -0.517628 -0.195474 -1.070 -0.398 0.459
H 3.630675 -2.454397 -0.474101 -0.310 -0.105 0.595
H 4.391014 1.630386 0.297152 0.109 0.232 -0.133
H 1.161207 -2.149929 -0.184410 1.141 2.528 -0.004
H 1.967920 2.224103 0.315679 0.138 -0.846 -0.613
H -3.641080 1.037251 -1.401923 0.484 0.710 0.081
H -2.240806 2.059237 -0.786001 -1.121 0.114 -0.185
H -3.948699 2.357105 -0.377815 -1.853 2.114 1.046
H -2.963483 1.061238 1.533123 0.966 -0.543 0.295
H -3.976982 0.037913 0.461077 0.006 0.472 1.172
H -0.539874 -1.166509 -0.961749 -0.339 -0.270 -0.137
H -1.040482 -2.814378 1.203834 0.793 -0.039 -0.487
```
Positions in Å, forces in eV/Å.